{
  "formula": "C25H55N2O4P",
  "method": "ωB97M-V/def2-TZVPD",
  "elements": ["H", "C", "H", "O", "H", "H", "H", "C", "H", "H", "H", "H", "H", "H", "C", "N", "H", "C", "C", "H", "H", "H", "H", "C", "H", "C", "H", "H", "O", "H", "C", "P", "O", "C", "H", "H", "H", "H", "H", "H", "C", "C", "H", "H", "H", "C", "H", "C", "C", "C", "N", "C", "C", "H", "H", "H", "H", "H", "H", "C", "H", "C", "C", "C", "H", "H", "H", "C", "H", "H", "H", "H", "H", "C", "H", "C", "H", "H", "O", "H", "H", "C", "H", "H", "H", "H", "H"],
  "xyz": [[-2.4465, -0.0385, 3.1718], [-2.7937, 2.7482, 1.3026], [-2.8932, 5.8544, 0.2133], [0.7210, 0.1018, 3.3051], [-0.9927, 4.7333, 0.8843], [-1.3227, -0.4012, -4.2066], [3.0787, -0.7206, 2.5231], [-1.3081, 2.7222, 1.7101], [1.1674, 2.6165, 0.3988], [-0.9958, -1.2573, 1.3306], [-4.5118, 3.9610, 1.6556], [-2.2207, -2.1426, -1.9146], [7.0426, -1.1638, -2.1325], [-1.2376, 2.6502, 2.7944], [-2.1298, -1.1670, -2.3870], [3.6659, -2.9717, -1.4033], [-4.4366, 3.5802, -2.6670], [7.0540, -1.3729, -1.0631], [2.2724, -2.5189, -1.3652], [3.5057, -1.2404, 4.1369], [-0.1020, 2.8987, -0.7718], [6.0631, -2.7125, 0.3163], [-0.2359, -2.8425, 1.4644], [-3.8813, 0.6024, -1.7436], [8.0529, -1.7237, -0.8086], [4.5850, -1.8887, -1.0070], [-2.9312, 5.0860, -1.9826], [-0.8913, 1.7819, 1.3403], [-0.4278, -2.0588, 4.1534], [-1.5673, -0.5198, -1.7136], [4.1398, -2.6101, 2.5933], [0.5675, -1.3502, 3.1246], [0.1337, -2.7923, -2.4561], [-2.6105, -0.9770, 3.6930], [-3.3130, 2.1241, 2.0297], [-2.7027, -1.7842, 2.9693], [1.6008, -0.5964, 0.6685], [3.5736, -3.3559, 2.0404], [-3.0863, 1.8646, -3.3039], [-4.2921, -1.3851, -2.4498], [-3.4795, 4.1115, 1.3375], [0.9298, -1.4015, 0.3653], [4.6424, -1.1401, -1.8088], [-1.0956, -0.3367, 5.1038], [1.3255, -4.3583, -1.9181], [-0.4195, 3.8516, 1.1659], [-3.5877, 0.3801, -0.7157], [-1.3907, -1.3721, -3.7134], [5.9923, -2.4198, -0.7302], [-3.1962, 1.8964, -2.2211], [1.7554, -2.5608, -0.0009], [-1.4943, -1.2590, 4.6876], [-0.0481, -1.7661, 1.4880], [1.9251, -3.4261, -3.2937], [0.2463, 4.1705, 1.9712], [-4.9652, 0.7455, -1.7314], [-3.5491, -0.9103, 4.2415], [-2.9153, 2.2388, 0.3481], [0.2618, -2.5341, -4.4884], [1.4244, -3.3486, -2.3228], [3.8667, -3.1681, -2.3783], [-3.9279, 3.1940, -1.7856], [0.4748, 3.3723, 0.0260], [-3.4948, 4.9574, 0.0461], [1.0679, 4.1748, -0.4112], [6.8578, -0.4469, -0.5234], [-1.8973, -1.8372, 5.5167], [0.0205, -1.9519, -3.5928], [-2.2001, 1.9169, -1.7724], [0.3520, -1.0497, -0.4907], [6.1335, -3.3001, -1.3562], [-1.9790, 3.9172, -1.1139], [-3.6176, -0.2763, -3.6712], [-3.5539, -0.6067, -2.6329], [-2.0064, -2.0289, -4.3290], [3.1568, -1.5912, 3.1678], [4.7971, -2.1199, 1.8794], [-4.6708, 2.9467, -1.0280], [1.8711, -2.2188, 3.3596], [-4.5075, 5.3253, -0.1282], [0.7517, -1.1375, -3.5207], [-2.9928, 4.2954, -1.2302], [2.2177, -1.4730, -1.7012], [-3.0158, 4.6933, 2.1365], [4.1522, -1.4032, -0.1327], [4.7156, -3.0931, 3.3771], [1.1733, -3.3856, 0.0812]],
  "atomic_forces_ev_per_a": [[0.02, 0.07, -0.19], [0.29, -0.19, 0.27], [0.02, 0.03, -0.04], [0.05, 0.08, 0.02], [-0.09, 0.00, -0.08], [0.01, -0.05, -0.24], [-0.24, 0.04, -0.10], [-0.17, -0.09, -0.40], [0.03, -0.03, 0.03], [-0.10, 0.08, 0.15], [-0.05, -0.04, 0.01], [0.14, 0.02, 0.27], [0.00, 0.13, -0.04], [0.02, 0.21, 0.09], [-0.37, -0.27, -0.42], [-0.27, 0.32, -0.10], [-0.35, 0.07, 0.14], [-0.10, -0.27, 0.08], [0.33, 0.17, 0.13], [-0.12, 0.10, 0.09], [-0.03, 0.05, -0.06], [0.08, -0.25, -0.06], [-0.16, 0.01, 0.00], [-0.17, -0.04, -0.51], [0.04, 0.04, 0.06], [-0.09, -0.45, -0.18], [0.17, 0.01, -0.02], [0.07, -0.12, 0.17], [0.13, 0.19, -0.26], [0.08, 0.09, 0.01], [-0.53, 0.17, -0.01], [-0.19, 0.15, 0.14], [-0.14, -0.26, -0.16], [0.10, 0.04, 0.18], [-0.08, -0.21, 0.00], [-0.03, -0.09, 0.00], [-0.08, 0.19, 0.02], [0.06, -0.06, -0.09], [0.09, 0.05, -0.09], [-0.05, -0.10, -0.19], [-0.22, -0.02, -0.02], [0.13, -0.24, -0.15], [-0.05, 0.16, 0.04], [0.13, 0.07, -0.09], [-0.06, -0.06, -0.01], [0.42, -0.23, 0.33], [-0.05, 0.04, 0.11], [0.09, -0.07, 0.45], [-0.18, 0.44, -0.15], [-0.16, -0.04, 0.79], [-0.22, 0.10, -0.14], [-0.44, -0.17, 0.37], [0.38, -0.27, -0.05], [-0.06, -0.02, -0.10], [-0.04, 0.14, 0.01], [-0.02, 0.06, -0.04], [-0.09, 0.10, -0.07], [-0.09, 0.19, -0.10], [0.05, 0.04, -0.07], [0.17, 0.03, 0.22], [0.16, -0.26, 0.01], [0.65, -0.28, -0.06], [-0.05, -0.07, -0.08], [0.32, 0.21, 0.13], [-0.02, 0.08, -0.03], [0.08, 0.10, 0.00], [0.13, -0.16, 0.00], [-0.10, 0.25, 0.06], [0.19, -0.02, -0.28], [-0.06, 0.10, -0.07], [0.11, -0.16, 0.10], [0.01, -0.05, 0.14], [-0.25, -0.14, -0.10], [0.54, 0.40, 0.53], [-0.02, 0.02, -0.11], [0.62, -0.29, 0.05], [0.19, -0.02, 0.16], [-0.16, -0.02, -0.02], [-0.03, 0.10, -0.11], [-0.07, -0.01, -0.04], [0.04, 0.04, 0.05], [-0.45, 0.11, -0.47], [-0.07, 0.11, -0.01], [-0.03, 0.06, 0.06], [0.07, 0.05, 0.09], [0.09, -0.07, 0.00], [0.11, -0.12, 0.11]],
  "mulliken_charge": [-0.120, 0.955, 0.447, -0.731, 0.272, 0.297, 0.244, 0.089, 0.370, -0.001, 0.495, 0.407, 0.336, 0.322, 0.580, -0.297, 0.459, -1.305, -0.318, 0.512, 0.167, 0.200, 0.481, -0.776, 0.415, -0.532, 0.511, -0.356, -0.478, -0.419, -0.936, 1.078, -0.113, -0.617, 0.433, 0.252, 0.260, 0.316, 0.771, 0.406, -1.060, -0.212, 0.317, 0.311, 0.338, -0.500, 0.111, -0.952, -0.269, 0.121, 0.121, -0.358, -0.332, 0.523, 0.373, 0.589, 0.455, -1.013, 0.412, -1.251, 0.333, -1.312, -1.238, -1.015, 0.350, 0.309, 0.344, -0.503, -0.317, -0.343, 0.318, -0.170, 0.484, -1.318, 0.314, -0.339, 0.004, 0.436, -0.507, 0.406, 0.277, -0.147, 0.367, 0.342, 0.232, 0.464, 0.430],
  "mol_weight_g_mol": 478.70,
  "lumo_ha": 0.0279,
  "charge": 0,
  "spin_multiplicity": 1,
  "smiles": "CCCCCCCCCCCCCCOC[C@H](NCCC)NCCP(=O)(OCC)OCC"
}